35
Properties=species:S:1:pos:R:3:forces:R:3 method="wB97M-V/def2-TZVPD" gap_ev=8.774 smiles="COc1cccc(NC(=S)Nc2cccc(Cl)c2C)c1" e_above_lowest_kj_mol=64.2 energy_ha=-1623.741257 multiplicity=1
Cl 6.060136 0.100760 -0.779599 0.2631 0.0608 -0.0599
S 1.826823 2.489145 1.508337 0.2616 0.2450 0.3508
O -3.290573 -1.841278 0.379650 0.2755 0.3023 0.0575
N 0.999386 0.387391 0.117060 -0.6896 -0.0765 -0.1265
N -0.556132 2.050471 0.584699 -0.1706 0.1936 -0.0315
C 2.232058 -0.295132 0.240997 0.4290 -0.2643 0.1214
C 4.572312 -0.498997 -0.133429 -0.2921 -0.1439 0.1273
C 3.396451 0.223715 -0.331379 -0.0085 0.0100 -0.0758
C -4.090459 0.202389 -0.691089 -0.1473 -0.3607 0.0598
C -2.675774 2.147133 -0.540265 0.0338 0.0376 -0.0119
C 2.242602 -1.510324 0.916494 -0.0661 0.1561 -0.0533
C -1.723043 1.408494 0.163370 -0.3496 -0.3631 -0.1920
C 0.714941 1.571425 0.704941 0.2147 0.1788 0.0815
C -3.158564 -0.533289 0.032153 0.0624 0.0985 -0.0764
C -4.470074 -2.519452 0.017315 -0.2277 -0.1269 -0.0778
C 3.421873 -2.211088 1.072584 0.0379 0.0055 -0.0509
C 4.598733 -1.697390 0.558249 -0.0026 0.0012 0.0035
C -3.841980 1.540049 -0.955693 0.1220 0.0655 0.1077
C -1.982012 0.077890 0.465572 -0.0551 -0.0354 0.0098
C 3.389016 1.480298 -1.136682 0.0931 0.0572 -0.0813
H 5.532224 -2.222203 0.685527 0.0940 -0.0235 -0.0075
H 3.429478 -3.149508 1.604571 0.0045 -0.0853 0.0486
H -2.491112 3.188351 -0.755072 0.0504 0.1075 -0.0624
H -4.587265 -2.568409 -1.069865 -0.0001 0.0151 0.0489
H -5.354289 -2.049998 0.459191 0.0346 -0.0094 -0.0266
H -0.642259 3.027677 0.829676 0.1349 -0.2035 0.0606
H -4.362126 -3.527937 0.412977 -0.0549 0.0643 -0.0500
H 4.105673 1.411981 -1.951589 -0.0342 -0.0055 -0.0736
H 2.398424 1.672517 -1.541778 -0.0233 0.0482 0.0033
H -1.317324 -0.503268 1.085569 0.0846 -0.0333 0.0886
H -4.575666 2.112992 -1.502275 -0.0544 0.0500 -0.0502
H 3.665766 2.326174 -0.507351 0.0076 0.0240 -0.0662
H 1.321166 -1.893885 1.329642 -0.0910 0.0006 0.0707
H -5.008304 -0.243788 -1.036824 -0.0762 -0.0797 -0.0219
H 0.219890 -0.152904 -0.235679 0.1396 0.0890 -0.0444